C56H37MnN9P2 as an isolated structure, computed with ωB97M-V/def2-TZVPD.

Geometry as XYZ:
```
105
Properties=species:S:1:pos:R:3
Mn -0.30210 0.16303 0.04584
C 5.66414 -1.79392 3.19275
C 4.59446 -2.30433 3.91882
C 3.30365 -1.95704 3.58651
C 3.06044 -1.07085 2.52973
C 1.69998 -0.77253 2.12842
N 1.46117 0.20007 1.16897
C 2.46758 0.93815 0.74453
N 2.55904 2.50903 -1.30738
C 1.35591 1.94447 -1.11887
C 2.84949 1.78830 -3.57613
C 3.90517 1.69423 -4.63031
C 3.81304 0.89847 -5.70886
C 2.67210 0.06820 -5.88183
C 1.67840 0.04503 -4.94710
C 1.70970 0.79362 -3.74394
C 0.61189 0.61861 -2.87954
N -0.46896 -0.03185 -3.32873
C -1.48671 -0.38077 -2.61247
N -1.61069 -0.40643 -1.22104
C -2.81821 -0.98724 -0.93241
N -3.22318 -1.36771 0.25910
C -2.41225 -1.42699 1.28837
N -1.09002 -1.05396 1.28132
C -0.53651 -1.42845 2.48713
N 0.73492 -1.37008 2.78526
C -1.55292 -2.03922 3.31474
C -1.52369 -2.60117 4.58197
C -2.69558 -3.15392 5.07749
C -3.86310 -3.16486 4.31906
C -3.90518 -2.60884 3.04685
C -2.74388 -2.03147 2.55832
C -3.56359 -1.23543 -2.14413
C -4.84199 -1.71825 -2.37298
C -5.23903 -1.86577 -3.69517
C -4.37367 -1.56588 -4.74562
C -3.09363 -1.07340 -4.52180
C -2.70499 -0.89695 -3.20585
N 0.55110 1.06522 -1.55257
C 4.14710 -0.51875 1.83552
C 5.43893 -0.90230 2.15614
H 6.67372 -2.08319 3.43874
H 4.77803 -2.99192 4.72910
H 2.45740 -2.35422 4.12176
H 4.74850 2.35598 -4.50647
H 4.59405 0.88742 -6.45387
H 2.60706 -0.54648 -6.76650
H 0.82423 -0.59666 -5.09459
H -0.61079 -2.62352 5.15224
H -2.69851 -3.60484 6.05895
H -4.74683 -3.63165 4.72665
H -4.80505 -2.63265 2.45248
H -5.49089 -1.95758 -1.54498
H -6.23368 -2.22628 -3.91667
H -4.71174 -1.72028 -5.75838
H -2.42602 -0.82962 -5.33337
H 6.27072 -0.50712 1.59179
N 0.42379 2.85941 1.97950
P 1.55838 3.75284 0.98786
C 2.94139 3.91830 2.15710
C 3.71085 5.07559 2.05523
C 4.78810 5.27023 2.90197
C 5.10495 4.30217 3.84123
C 4.35581 3.13624 3.92837
C 3.27322 2.94080 3.09084
C 2.11291 2.20587 0.08288
C 3.88358 0.45193 0.71349
C 4.91324 1.54822 0.61052
C 5.30613 2.08743 -0.53756
C 4.76630 1.78352 -1.86460
C 3.48790 1.96556 -2.19922
P -0.89464 1.97312 1.35870
C -2.13689 3.11266 0.66222
C -3.13747 2.52400 -0.11035
C -4.17867 3.28736 -0.60210
C -4.21791 4.64868 -0.33685
C -3.21901 5.23899 0.42187
C -2.17863 4.47653 0.93025
C -1.67678 1.46539 2.92900
C -0.94087 1.22539 4.08879
C -1.57865 0.76351 5.22827
C -2.94374 0.52837 5.22138
C -3.67952 0.77259 4.07395
C -3.05048 1.23174 2.93212
H 0.12212 3.43811 2.76870
H 3.45803 5.81991 1.31407
H 5.36887 6.17767 2.83694
H 5.93207 4.46281 4.51425
H 4.61144 2.38236 4.65889
H 2.68629 2.03476 3.16476
H 3.94239 -0.12322 -0.23630
H 5.38503 1.84511 1.53409
H 6.12125 2.80048 -0.53936
H 5.47193 1.41294 -2.59363
H 2.36067 2.76627 -3.76194
H -3.07534 1.46182 -0.31863
H -4.95024 2.82113 -1.19462
H -5.01644 5.25153 -0.74045
H -3.25050 6.29991 0.61848
H -1.40441 4.94487 1.52374
H 0.12550 1.39634 4.11348
H -1.01076 0.58742 6.12907
H -3.43526 0.15238 6.10424
H -4.74530 0.61105 4.06376
H -3.62670 1.41899 2.03906
```

The spin multiplicity is 4. As for the HOMO-LUMO gap (alpha / beta): 4.62 / 5.10 eV. Its energy is -121967.0405 eV. The calculation puts the energy above the lowest of the compared OMol25 structures with the same formula, charge and spin at 7.5 kcal per mole. The maximum force comes out at 1.92 eV/Å. Its net charge is +2. Its LUMO energy (alpha / beta) is -7.08 / -6.90 eV.

Mulliken atomic charge list, values in e, 2 entries: -0.316 -0.869

***

A 2-piece molecular cluster, C3H5N3 overall, computed with ωB97M-V/def2-TZVPD.

Geometry as XYZ:
```
11
Properties=species:S:1:pos:R:3
C 0.15674 -1.58301 1.48284
C -0.13330 -0.96713 0.48411
N -0.55428 -0.22403 -0.54602
C 0.27832 0.32491 -1.59937
H 0.38971 -2.09315 2.38865
H -1.51861 0.06198 -0.51927
H 0.12398 1.40721 -1.68394
H 1.32945 0.14549 -1.36648
H 0.05359 -0.13471 -2.56920
N 0.01139 1.23258 2.42151
N -0.13699 1.82986 1.50716
```

The structure (SMILES) is C#CNC.N#N. As for the HOMO-LUMO gap: 9.40 eV. Its energy is -7660.7594 eV. The calculation puts the energy above the lowest of the compared OMol25 structures with the same formula, charge and spin at 39.1 kcal per mole. The maximum force comes out at 1.87 eV/Å. Its net charge is 0. Its LUMO energy is 1.12 eV.

Mulliken atomic charge list, values in e, 2 entries: -0.319 -0.112

***

C39H41N5O6PPtS as an isolated structure, computed with ωB97M-V/def2-TZVPD.

Geometry as XYZ:
```
94
Properties=species:S:1:pos:R:3
Pt 1.03911 -0.22350 0.40419
C -3.22500 -0.34587 -3.56664
C -2.73274 0.83623 -3.03809
C -2.34380 0.90062 -1.70994
C -2.45098 -0.22397 -0.90023
C -2.94699 -1.40835 -1.43845
C -3.32744 -1.47124 -2.76525
P -1.93211 -0.30347 0.86501
C -3.63372 -0.17889 1.55869
C -3.92141 -0.95925 2.67053
C -5.19641 -0.98161 3.20641
C -6.19675 -0.21686 2.63232
C -5.91755 0.56634 1.52349
C -4.64581 0.58024 0.98233
C -1.30461 1.41019 1.05024
C -2.00350 2.54429 1.44331
C -1.39460 3.78614 1.36069
C -0.11936 3.90175 0.83328
C 0.59024 2.76466 0.47656
C 0.03557 1.50376 0.65639
H -3.49394 -0.39725 -4.61189
H -2.63022 1.70736 -3.67034
H -1.92596 1.81468 -1.31043
H -2.99529 -2.29262 -0.81754
H -3.68396 -2.40290 -3.18090
H -3.13269 -1.56017 3.10280
H -5.40773 -1.60598 4.06401
H -7.19472 -0.23245 3.04806
H -6.70035 1.15970 1.07345
H -4.43900 1.17258 0.10237
H -3.01583 2.46594 1.81486
H -1.92455 4.67286 1.67868
H 0.33899 4.87670 0.71711
H 1.59320 2.86658 0.08353
O -0.02760 -2.16247 -1.08419
C 0.19666 -1.29705 -1.93338
O 0.57761 -0.11085 -1.62564
C 0.06588 -1.58230 -3.38464
C 0.12746 -2.88950 -3.84494
C -0.03678 -3.13107 -5.22321
C -0.28169 -2.08656 -6.10376
C -0.31904 -0.78106 -5.62804
C -0.12648 -0.52413 -4.25711
N -0.53687 0.28788 -6.50351
O -0.79642 0.05329 -7.69578
O -0.44138 1.44703 -6.04360
N 0.05426 -4.44984 -5.71635
O -0.12386 -4.64962 -6.92569
O 0.32136 -5.35706 -4.91529
H 0.29931 -3.71732 -3.17738
H -0.43714 -2.28450 -7.15497
H -0.18448 0.48706 -3.89406
C 3.02301 -0.15840 6.95170
C 2.59383 0.43521 5.64104
C 2.73276 1.79398 5.39048
C 2.38024 2.30719 4.14554
C 2.38236 3.78626 3.87541
C 2.01673 1.43975 3.14026
C 1.87247 0.04993 3.34150
C 2.09614 -0.40176 4.65857
N 1.54910 -0.71468 2.27330
C 1.72989 -2.16721 2.14621
C 2.48475 -2.34578 0.81090
C 0.34487 -2.83494 2.05313
C 2.55838 -2.90793 3.20702
H 3.21519 0.61698 7.68804
H 3.94366 -0.72380 6.80049
H 2.27214 -0.84278 7.34038
H 3.10996 2.45968 6.15348
H 2.71781 4.34723 4.74677
H 1.36847 4.10677 3.62769
H 3.02398 4.02765 3.02784
H 1.86140 1.82319 2.14935
H 1.87966 -1.41575 4.93305
H 1.96050 -1.81435 -0.00712
H 2.53261 -3.39605 0.52338
H 3.49601 -1.94559 0.90745
H -0.12273 -2.62657 1.09192
H -0.29521 -2.44786 2.84396
H 0.43585 -3.91431 2.16136
H 3.42883 -2.33333 3.51278
H 2.90267 -3.84069 2.76207
H 1.95707 -3.16851 4.07397
C 2.40823 1.53639 -4.53093
N 2.64705 1.04089 -3.19368
C 3.05796 1.77548 -2.16188
N 3.28245 3.09935 -2.36698
S 3.48649 1.07572 -0.69826
H 2.39896 0.68715 -5.21378
H 3.21828 2.20920 -4.81951
H 1.44452 2.04517 -4.63811
H 2.23897 0.14481 -2.96072
H 2.71678 3.57590 -3.05303
H 3.55698 3.63829 -1.56217
```

As for the HOMO-LUMO gap: 3.93 eV. Its energy is -84211.7549 eV. The maximum force comes out at 3.63 eV/Å. Its net charge is -1. Its LUMO energy is 0.39 eV.

Mulliken atomic charge list, values in e, 2 entries: 1.396 -0.417

***

C40H58N7O7S2ScSeSi as an isolated structure, computed with ωB97M-V/def2-TZVPD.

Geometry as XYZ:
```
117
Properties=species:S:1:pos:R:3
Sc 0.17407 0.34060 0.18740
C -1.21324 6.67549 3.08768
C -0.37251 6.43497 1.83705
N -0.97570 5.45604 0.94839
C -1.78005 5.97368 -0.14453
C -0.94734 6.29278 -1.38352
C -0.70190 4.11951 1.07651
S -1.27817 3.04411 -0.08659
N 0.04446 3.84847 2.17608
C 0.43264 2.62200 2.48813
O 0.13634 1.54453 1.91778
C 1.30878 2.54281 3.70909
C 1.76901 1.30067 4.12060
C 2.57412 1.18423 5.24416
C 2.92384 2.31579 5.96596
C 2.48147 3.56738 5.54715
C 1.67715 3.68078 4.42428
H -0.74194 7.41446 3.74121
H -1.31836 5.73615 3.63017
H -2.21074 7.03143 2.81871
H 0.61134 6.07302 2.12728
H -0.25020 7.36771 1.27901
H -2.29701 6.86906 0.21536
H -2.51584 5.21482 -0.40479
H -0.13746 6.98838 -1.14797
H -1.57270 6.72860 -2.16579
H -0.51375 5.36788 -1.76484
H 1.51132 0.42686 3.54294
H 2.92884 0.20324 5.53390
H 3.54849 2.22996 6.84821
H 2.76985 4.45641 6.09690
H 1.32337 4.64405 4.08330
C 4.41070 -6.84820 -0.19607
C 3.96929 -5.51558 0.35614
C 4.64678 -4.91870 1.41550
C 4.23192 -3.69246 1.91673
C 3.13463 -3.05397 1.35803
C 2.45217 -3.63306 0.30057
C 2.86922 -4.86144 -0.19065
S 2.68590 -1.43732 2.01612
O 3.66588 -0.52962 1.46528
O 2.77285 -1.63079 3.45836
N 1.22702 -1.13860 1.52168
C 0.27400 -2.02608 2.22010
C -1.02345 -2.07880 1.42881
O -1.70399 -3.10517 1.43660
O -1.29630 -1.01077 0.77812
H 5.21073 -7.27740 0.40848
H 4.77727 -6.74400 -1.22007
H 3.57928 -7.55558 -0.21252
H 5.50365 -5.42050 1.85416
H 4.73557 -3.21493 2.74799
H 1.60024 -3.11777 -0.12523
H 2.33624 -5.32074 -1.01639
H 0.04870 -1.65738 3.22846
H 0.65469 -3.04427 2.33075
C -0.28446 -1.32550 -3.77434
C -0.47779 -1.61623 -2.31381
N -1.39344 -2.55029 -1.99056
O 0.22458 -1.11388 -1.44129
H -0.36062 -2.24199 -4.36157
H 0.69085 -0.86302 -3.90681
H -1.04778 -0.61121 -4.08899
H -2.12692 -2.72650 -2.65540
H -1.67598 -2.55940 -1.01453
C 6.03691 -1.95795 -0.63848
N 5.81164 -2.19549 -2.04954
C 6.73488 -2.71401 -2.93399
C 6.14507 -2.77694 -4.14390
N 4.85968 -2.29070 -3.99287
C 3.83658 -2.21839 -5.00730
C 4.63551 -1.92529 -2.69291
Se 3.12115 -1.17516 -2.00444
H 6.86979 -1.26568 -0.50232
H 6.25077 -2.89591 -0.12454
H 5.13692 -1.51502 -0.21016
H 7.73223 -2.98076 -2.63271
H 6.51741 -3.12722 -5.09004
H 4.20433 -2.69378 -5.91602
H 3.56998 -1.17975 -5.20606
H 2.93932 -2.72540 -4.65069
C -5.37764 0.94702 -1.53001
Si -3.72563 0.26528 -0.81792
C -4.18243 -1.57881 -0.71911
C -3.81559 0.90519 0.95956
N -2.24625 0.57883 -1.59806
C -2.00619 1.42199 -2.63957
C -0.67056 1.78826 -2.97816
C -0.37257 2.60955 -4.04680
C -1.37217 3.14711 -4.85562
C -2.68960 2.83341 -4.54193
C -3.00048 1.98792 -3.48999
H -6.20158 0.65150 -0.87313
H -5.59828 0.55339 -2.52814
H -5.38316 2.03931 -1.59625
H -5.20682 -1.66793 -0.34180
H -3.53435 -2.11242 -0.02060
H -4.15491 -2.08466 -1.69010
H -4.60736 0.38995 1.51452
H -4.00749 1.98036 0.98952
H -2.87233 0.72238 1.47299
H 0.13738 1.43876 -2.34640
H 0.66738 2.84859 -4.24930
H -1.13306 3.81501 -5.67524
H -3.50107 3.24889 -5.13382
H -4.03637 1.77056 -3.28103
C 2.14349 3.49823 -1.19179
C 2.55806 2.28515 -0.35706
C 4.02309 1.95575 -0.65297
O 1.71816 1.19528 -0.58721
H 2.78423 4.35265 -0.95095
H 1.10699 3.76352 -0.99214
H 2.24233 3.26855 -2.25689
H 2.51013 2.58220 0.70523
H 4.12953 1.69127 -1.70770
H 4.33910 1.10904 -0.04641
H 4.65224 2.82262 -0.42597
```

As for the HOMO-LUMO gap: 5.06 eV. Its energy is -182789.6676 eV. The calculation puts the energy above the lowest of the compared OMol25 structures with the same formula, charge and spin at 2.4 kcal per mole. The maximum force comes out at 0.75 eV/Å. Its net charge is -2. Its LUMO energy is 3.73 eV.

Mulliken atomic charge list, values in e, 2 entries: -0.848 -1.249